Formula: C18H20AsBr4O2PtSe
Source: OMol25
Level of theory: the ωB97M-V functional and the def2-TZVPD basis

Properties
E_LUMO (spin up / spin down) in eV: -5.89 / -5.88
Multiplicity: 1
Largest force on an atom in eV/A: 1.55
E in hartree: -15900.62019
Charge: +1
Molecular weight in g/mol: 936.93
Orbital gap (spin up / spin down) in eV: 4.909 / 4.958

Last column: Mulliken charge in e.
Atoms and positions in Å:
C (-5.11, -1.45, -0.48)  -0.378
H (-0.14, 4.49, -3.85)  0.389
H (1.75, 2.72, 2.10)  0.106
C (1.54, 3.59, 0.12)  -0.668
Pt (-0.96, 0.71, 0.49)  1.686
H (-1.08, 5.19, 0.39)  0.526
H (-4.82, -2.40, -0.92)  0.372
C (-1.52, 4.19, 0.40)  -0.610
H (1.60, 4.58, -0.34)  0.562
H (-0.90, 5.11, -2.39)  0.284
H (-1.16, 2.60, -2.64)  0.432
O (1.42, 0.40, 0.45)  -0.853
Br (5.75, -0.17, 3.16)  -0.050
H (1.12, 4.36, 2.11)  0.328
H (-2.83, 4.34, 2.14)  0.400
Se (-2.33, -1.18, 0.05)  -0.118
C (1.82, 3.69, 1.62)  -1.022
C (-0.10, 4.48, -2.76)  -1.105
C (3.89, -0.09, 2.97)  0.179
C (-6.44, -1.07, -0.45)  -0.573
H (-7.85, 0.43, 0.15)  0.387
C (3.04, -0.25, 4.14)  0.239
H (-1.15, 3.99, 2.55)  0.208
C (-0.24, 3.04, -2.27)  -0.625
Br (0.55, -0.21, 5.52)  -0.035
C (1.68, -0.13, 4.03)  -0.145
C (-4.51, 0.61, 0.62)  -0.067
H (-3.74, 1.26, 1.03)  0.399
C (1.93, 0.21, 1.55)  0.320
Br (3.81, -0.60, 5.80)  -0.054
H (2.83, 4.08, 1.79)  0.395
H (0.85, 4.92, -2.46)  0.301
C (-5.84, 0.98, 0.65)  -0.621
O (-0.17, 0.19, 2.64)  -0.901
C (-4.14, -0.61, 0.06)  0.210
H (-6.13, 1.93, 1.09)  0.384
H (2.27, 2.95, -0.37)  0.379
H (-2.17, 2.72, 1.87)  0.011
Br (4.41, 0.43, 0.21)  -0.042
C (-1.94, 3.79, 1.82)  -0.920
H (-7.19, -1.72, -0.87)  0.376
C (3.35, 0.13, 1.74)  -0.007
C (1.05, 0.09, 2.76)  0.749
C (-6.81, 0.14, 0.12)  -0.455
H (0.59, 2.43, -2.62)  0.413
As (-0.23, 2.88, -0.32)  -0.235
H (-2.38, 4.19, -0.26)  0.447

***

Formula: C18H20BBiF6N9O4S2
Source: OMol25
Level of theory: the ωB97M-V functional and the def2-TZVPD basis

Properties
E_LUMO (spin up / spin down) in eV: -6.73 / -10.45
Multiplicity: 2
Largest force on an atom in eV/A: 3.71
E in hartree: -3126.07018
Charge: +2
Molecular weight in g/mol: 824.33
Orbital gap (spin up / spin down) in eV: 8.507 / 4.780

Last column: Mulliken charge in e.
Atoms and positions in Å:
F (2.77, -2.09, -3.26)  -0.176
H (2.17, 3.29, -0.58)  0.288
C (-2.82, -0.03, -1.15)  0.864
H (-4.07, -1.85, -0.74)  0.460
H (-2.86, -1.71, 1.74)  0.399
N (-0.39, 2.48, 0.71)  -0.650
H (-2.25, -0.61, 6.09)  0.379
N (1.44, 0.38, 0.30)  -0.537
H (-1.76, -3.42, 5.95)  0.389
H (0.10, 1.99, 3.92)  0.612
H (-0.14, -3.62, 5.24)  0.340
C (3.75, 0.21, -0.70)  -1.207
B (-0.64, 0.28, 1.81)  -0.691
H (-3.29, 1.32, -2.87)  0.303
H (4.48, 0.81, -0.06)  0.303
O (1.72, 0.85, -3.24)  -0.657
O (0.12, -1.16, -1.80)  -0.544
H (1.69, 4.90, 0.05)  0.542
H (-1.90, 1.17, 4.18)  0.741
H (-2.38, -0.09, -3.30)  0.241
C (0.67, 3.29, 0.88)  1.014
C (-1.47, 0.18, 4.27)  -0.083
N (-0.57, 1.79, 1.95)  0.357
F (-0.91, 2.20, -3.58)  -0.242
N (-1.97, 0.65, -0.44)  -0.862
F (1.66, -3.76, -4.22)  -0.167
C (1.66, -2.85, -3.21)  0.532
N (0.69, -0.31, 1.24)  1.464
C (-1.17, -3.38, 5.05)  -1.075
H (3.29, -2.35, 0.77)  0.462
C (-1.22, -1.96, 4.61)  0.562
N (-0.76, -0.37, 3.20)  0.859
F (0.69, 3.00, -4.84)  -0.205
O (-1.05, -2.73, -3.29)  -0.603
F (1.78, -3.49, -1.98)  -0.208
H (-1.56, -4.02, 4.26)  0.359
S (0.03, -1.83, -3.11)  0.976
C (-0.15, 1.93, -4.75)  0.655
F (-0.93, 1.98, -5.80)  -0.176
C (0.14, 2.37, 2.90)  -0.049
Bi (0.07, 1.21, -1.35)  1.767
N (-0.59, -1.69, 3.42)  -0.835
H (1.75, 3.98, 2.72)  0.444
H (4.28, -0.64, -1.20)  0.341
C (-3.41, -1.10, -0.37)  -1.369
C (0.96, 3.36, 2.28)  -1.323
O (1.85, 0.41, -5.68)  -0.523
C (2.58, -1.51, 0.81)  -1.106
C (2.64, -0.29, 0.13)  0.226
N (0.02, -0.86, -4.41)  -0.411
H (-4.05, -0.28, -2.82)  0.435
N (-1.86, -0.03, 0.84)  1.316
C (1.35, 3.94, -0.28)  -1.452
S (0.99, 0.44, -4.53)  0.831
C (-3.14, 0.26, -2.57)  -1.225
H (3.45, 0.83, -1.57)  0.155
H (0.91, -2.29, 2.09)  0.526
C (-2.76, -1.04, 0.85)  0.124
C (1.30, -1.54, 1.39)  0.042
H (0.69, 4.15, -1.18)  0.314
C (-1.62, -0.77, 5.23)  -1.246

***

Formula: C18H20BN3O3Os
Source: OMol25
Level of theory: the ωB97M-V functional and the def2-TZVPD basis

Properties
E_LUMO (spin up / spin down) in eV: -2.34 / -2.33
Multiplicity: 1
Largest force on an atom in eV/A: 3.78
E in hartree: -1203.34650
Molecular weight in g/mol: 527.42
Orbital gap (spin up / spin down) in eV: 6.269 / 6.244

Last column: Mulliken charge in e.
Atoms and positions in Å:
N (-1.48, -1.60, -0.65)  -0.841
H (-0.93, 3.95, 1.31)  0.339
B (-2.70, -4.01, -0.44)  0.217
H (-2.23, -4.60, 0.51)  -0.098
H (3.49, -1.25, -5.54)  0.402
H (-0.41, 0.47, -5.03)  0.443
C (-1.83, 3.66, 0.77)  -1.229
H (2.83, -1.36, -0.95)  0.411
H (-3.35, 3.38, -1.56)  0.436
C (2.42, -0.42, 5.07)  -0.653
C (2.68, -0.94, -4.90)  -0.676
H (1.55, -0.54, 7.03)  0.382
C (-2.01, -2.64, -0.55)  0.283
O (-0.50, 0.24, -2.54)  -0.706
C (2.76, -1.09, -3.54)  -0.902
N (1.20, -0.32, -0.34)  0.428
H (-3.18, 1.81, -0.74)  0.310
C (1.72, -0.68, -2.68)  0.643
O (-0.61, 0.07, 1.42)  -0.752
H (-2.36, 2.91, 1.35)  0.268
C (0.06, -0.45, 5.50)  -0.641
H (-0.98, 3.89, -1.18)  0.226
C (2.18, -0.34, 3.71)  -0.288
C (0.59, -0.22, 1.79)  0.588
C (-0.19, -0.35, 4.14)  -0.331
C (0.56, -0.13, -3.24)  0.559
O (-0.48, 2.07, -0.42)  -0.563
H (-2.36, 2.11, -2.29)  0.353
C (0.49, 0.03, -4.63)  -0.431
C (-1.44, 3.09, -0.59)  0.685
C (1.53, -0.36, -5.45)  -0.467
H (3.65, -1.52, -3.10)  0.355
H (-3.88, -3.78, -0.28)  -0.093
C (0.87, -0.30, 3.25)  0.377
Os (-0.78, 0.23, -0.61)  1.630
H (3.44, -0.45, 5.44)  0.381
H (-1.21, -0.33, 3.77)  0.427
C (-2.66, 2.57, -1.35)  -1.509
H (2.99, -0.29, 3.00)  0.422
H (-0.77, -0.50, 6.20)  0.394
C (1.94, -0.82, -1.27)  -0.131
C (1.36, -0.48, 5.97)  -0.340
H (-2.49, -4.59, -1.47)  -0.091
H (-2.46, 4.54, 0.64)  0.419
N (1.56, -0.47, 0.97)  -1.015
H (1.44, -0.22, -6.52)  0.377

***

Formula: C18H20Br12N4O8
Source: OMol25
Level of theory: the ωB97M-V functional and the def2-TZVPD basis

Properties
E_LUMO in eV: -0.90
Multiplicity: 1
Largest force on an atom in eV/A: 3.53
E in hartree: -32406.54228
Molecular weight in g/mol: 1379.23
Orbital gap in eV: 8.923

Last column: Mulliken charge in e.
Atoms and positions in Å:
H (-2.12, -4.43, -4.93)  0.399
H (-4.20, -4.27, -3.80)  0.345
Br (5.76, 1.20, 1.44)  -0.037
Br (0.48, 2.61, 5.23)  -0.005
C (0.50, 1.69, -2.49)  0.393
O (2.98, -1.04, 2.24)  -0.457
H (1.17, 4.41, -0.52)  0.351
H (0.40, -0.80, 2.60)  0.230
H (3.68, 2.63, -3.27)  0.431
Br (0.23, 5.84, 1.36)  -0.047
H (-1.64, 1.27, 4.61)  0.154
O (-1.67, -0.84, -0.15)  -0.434
C (-3.39, -3.66, -3.42)  -0.546
C (1.90, 1.71, -2.44)  -0.471
C (-1.11, -2.91, -3.66)  -0.642
O (-3.20, 1.09, 1.94)  -0.519
Br (1.47, -4.31, 5.18)  -0.060
C (0.92, 0.10, 2.28)  -0.289
C (-2.50, -1.99, -1.98)  0.301
H (2.45, 1.05, -1.79)  0.493
O (-2.29, -0.65, 2.81)  -0.447
C (6.11, -0.72, 0.99)  0.063
H (2.65, 4.15, -4.37)  0.311
H (-0.05, 0.94, -1.94)  0.769
O (-2.23, 3.56, -3.96)  -0.630
N (-1.66, 2.68, -3.37)  1.051
O (-2.26, 1.87, -2.73)  -0.564
H (-5.29, -0.15, 1.77)  0.288
Br (-0.91, 3.12, 0.02)  0.030
C (2.14, -4.36, 3.28)  0.168
Br (2.05, 3.15, 1.55)  0.001
H (1.12, 0.84, 3.06)  0.040
C (-0.20, 2.67, -3.24)  -0.526
C (-0.89, 1.21, 5.39)  -0.141
Br (1.61, -5.98, 2.38)  0.003
Br (-0.06, -0.58, 5.56)  0.051
O (-3.83, -0.68, -0.58)  -0.586
C (-3.59, -2.72, -2.42)  -0.360
H (1.68, -3.47, 2.85)  -0.123
H (-4.96, -0.79, 3.33)  0.312
C (0.73, 4.15, 0.44)  -0.368
C (-4.55, -0.74, 2.32)  -0.882
H (-4.35, -1.71, 1.86)  0.323
N (-3.24, -0.07, 2.31)  0.974
O (2.53, 0.22, 0.55)  -0.270
H (-4.61, -2.51, -2.15)  0.425
Br (-1.97, 1.54, 7.02)  -0.076
H (0.05, 4.42, -4.47)  0.514
Br (4.08, -3.94, 3.14)  -0.025
C (2.60, 2.58, -3.18)  -0.643
Br (6.01, -0.86, -0.95)  -0.031
H (0.31, 0.48, 1.46)  0.069
C (0.54, 3.66, -3.89)  -0.894
N (-2.66, -1.06, -0.81)  0.958
C (-1.26, -2.12, -2.58)  -0.161
C (1.91, 3.52, -3.89)  -0.242
Br (7.88, -1.28, 1.62)  -0.053
N (2.22, -0.25, 1.64)  0.819
C (-2.21, -3.74, -4.11)  -0.409
H (5.42, -1.42, 1.44)  -0.019
H (-0.44, -1.48, -2.29)  0.318
H (-0.26, -2.85, -4.32)  0.376

***

Formula: C18H20BrF5N5O
Source: OMol25
Level of theory: the ωB97M-V functional and the def2-TZVPD basis

Properties
E_LUMO in eV: -5.56
Multiplicity: 1
Largest force on an atom in eV/A: 7.75
E in hartree: -4119.46011
Charge: +1
Molecular weight in g/mol: 497.29
Orbital gap in eV: 4.781

Last column: Mulliken charge in e.
Atoms and positions in Å:
F (-3.51, -4.29, 0.82)  -0.189
H (-4.18, 0.66, 7.74)  0.363
N (2.20, 2.01, -4.53)  0.058
C (2.74, 3.25, -4.72)  -0.580
C (-3.80, -3.89, -0.60)  0.686
H (2.29, -2.79, -2.05)  0.359
C (-2.15, -1.63, 6.64)  -0.770
N (-2.61, -0.78, 7.61)  0.021
C (4.27, 1.70, -5.28)  -0.651
C (-2.92, -1.46, 5.52)  0.075
C (0.86, -0.90, -2.27)  -0.031
N (-2.04, -2.30, -2.09)  0.345
C (2.64, 3.25, 2.11)  -0.472
H (-1.31, -2.29, 6.83)  0.355
H (4.51, 3.36, 0.88)  0.376
H (-2.22, -0.70, 8.55)  0.206
O (-0.47, -0.53, -2.87)  -0.313
F (-1.38, 1.00, -0.11)  -0.097
H (-4.66, -0.08, 5.16)  0.296
C (1.21, -2.50, -2.43)  -0.953
H (3.13, 2.16, -0.85)  0.185
C (-3.67, -0.07, 7.12)  -0.660
C (-2.91, -2.53, -0.87)  0.170
F (-5.24, -3.65, -0.85)  -0.168
C (1.39, 2.69, 1.78)  -0.449
C (-1.42, -0.95, -1.79)  0.022
H (2.16, 4.14, -4.51)  0.380
H (0.78, 1.66, -0.12)  0.235
H (0.73, -0.70, -1.11)  0.246
H (4.71, 3.90, -5.43)  0.408
H (1.27, 1.82, -4.19)  0.166
C (4.03, 3.09, -5.19)  -0.322
F (-1.81, -3.08, -3.19)  -0.086
H (0.99, -2.86, -3.53)  0.271
H (0.45, -3.10, -1.73)  0.235
H (-2.80, -1.98, 4.58)  0.230
N (2.77, 2.42, 0.06)  0.056
F (-3.24, -4.99, -1.46)  -0.211
H (2.90, 0.00, -4.80)  0.429
H (2.91, 3.74, 3.04)  0.391
H (1.74, -0.23, -2.66)  0.206
C (1.50, 2.18, 0.51)  -0.192
C (-2.78, -1.21, 0.12)  0.009
H (0.50, 2.65, 2.40)  0.384
C (3.47, 3.07, 1.03)  -0.490
Br (-3.63, -0.85, 1.91)  0.060
H (5.19, 1.23, -5.62)  0.408
N (-1.82, -0.22, -0.52)  0.385
C (-3.89, -0.47, 5.82)  -0.115
C (3.13, 1.06, -4.88)  -0.268